{"formula": "C37H70F13N3O9P", "method": "ωB97M-V with the def2-TZVPD basis set", "symbols": ["C", "C", "C", "C", "C", "C", "O", "C", "C", "C", "O", "C", "C", "F", "F", "C", "F", "F", "N", "C", "C", "N", "C", "F", "C", "C", "O", "N", "C", "O", "F", "P", "C", "C", "C", "C", "O", "C", "F", "F", "F", "C", "F", "F", "C", "F", "F", "H", "H", "H", "H", "H", "H", "H", "H", "H", "H", "H", "H", "H", "H", "H", "H", "H", "H", "H", "H", "H", "H", "H", "H", "H", "H", "H", "H", "H", "H", "H", "H", "H", "H", "H", "H", "H", "H", "C", "C", "C", "O", "H", "H", "H", "H", "H", "H", "H", "H", "C", "C", "C", "O", "H", "H", "H", "H", "H", "H", "H", "H", "C", "C", "C", "O", "H", "H", "H", "H", "H", "H", "H", "H", "C", "C", "C", "O", "H", "H", "H", "H", "H", "H", "H", "H"], "coordinates": [[-0.92784, -4.89441, 3.95778], [-0.41238, -3.95578, 2.85717], [-1.01453, -2.52227, 2.92768], [-1.43830, -2.07659, 1.48482], [-1.94914, -0.61566, 1.59676], [-2.41091, 0.12231, 0.31312], [-3.50573, -0.56475, -0.20568], [-3.41847, -1.84205, -0.81930], [-4.44748, -2.79613, -0.11218], [-5.87295, -2.68071, -0.71391], [-3.96396, -4.14130, -0.24665], [-1.12279, 0.21034, -0.61612], [-1.28907, 0.31534, -2.14716], [-0.81786, 1.50103, -2.68140], [-2.54109, 0.25402, -2.64754], [-0.52506, -0.74908, -3.02240], [0.75468, -0.39365, -3.24790], [-0.67648, -2.01474, -2.58344], [-0.01863, 1.01402, -0.02359], [1.15690, 0.21969, 0.54597], [1.86838, -0.67443, -0.49808], [2.77262, 0.14654, -1.28836], [-0.34987, 2.10942, 0.93447], [0.32632, 1.95604, 2.15716], [-1.81788, 2.42349, 1.36571], [-2.00849, 2.44297, 2.94391], [-1.87948, 1.51193, 3.65180], [-2.57203, 3.65460, 3.62047], [-3.35015, 3.26577, 4.74982], [-2.94247, 3.36973, 5.81654], [-4.57828, 2.82886, 4.57104], [-1.95191, 4.33597, 1.02238], [-0.55633, 5.16717, 1.98866], [-1.44705, 4.74923, -0.72051], [-2.97764, 1.58265, 0.64923], [-3.37792, 2.20009, -0.72407], [-4.16810, 3.39695, -0.67347], [-4.72113, 3.68875, -1.85699], [-5.19002, 4.92097, -1.78093], [-5.73352, 2.90249, -2.18902], [-3.83560, 3.67986, -2.86565], [-4.30186, 1.55421, 1.44659], [-4.61789, 2.79853, 1.91287], [-4.31834, 0.80999, 2.58299], [-5.62971, 1.12769, 0.68116], [-6.34876, 0.26611, 1.44277], [-6.45281, 2.17745, 0.49004], [-2.02582, -5.07605, 3.88449], [-0.45557, -5.88208, 3.79028], [-0.66373, -4.60220, 4.98537], [0.68937, -3.89621, 2.86213], [-0.75241, -4.38894, 1.89683], [-0.37210, -1.77760, 3.42380], [-1.96231, -2.61225, 3.49409], [-2.18063, -2.82527, 1.18557], [-0.51026, -2.20628, 0.88590], [-2.73518, -0.68772, 2.36368], [-1.12131, -0.10440, 2.12414], [-2.43098, -2.31675, -0.90849], [-3.79169, -1.76230, -1.86000], [-4.45476, -2.53676, 0.96239], [-5.83975, -2.06471, -1.62582], [-6.31093, -3.65991, -0.95174], [-6.52434, -2.19724, 0.03472], [-3.81020, -4.51581, 0.63445], [-0.75976, -0.83371, -0.53073], [-0.98838, -0.71527, -4.02352], [0.47780, 1.44706, -0.82653], [0.89335, -0.40574, 1.40253], [1.96994, 0.92812, 0.76200], [2.50414, -1.35531, 0.11394], [1.21782, -1.33627, -1.08235], [3.22804, -0.38167, -2.02629], [3.46799, 0.61252, -0.71667], [0.17691, 3.00314, 0.56096], [-1.75278, 4.07140, 4.06857], [-0.17575, 4.46312, 2.75435], [0.30422, 5.41586, 1.34909], [-0.95228, 6.06068, 2.48961], [-2.30823, 4.96503, -1.36845], [-0.74722, 5.59653, -0.79246], [-0.91515, 3.89145, -1.19626], [-3.95259, 1.49267, -1.34332], [-2.47430, 2.43958, -1.30967], [-5.51283, 0.63600, -0.28933], [-0.10525, 5.56707, -4.35918], [1.06399, 6.25611, -3.67460], [1.99637, 6.90400, -4.68497], [1.79034, 5.30004, -2.89401], [0.24444, 4.77056, -5.02254], [-0.75766, 5.09928, -3.61818], [-0.69434, 6.27270, -4.94687], [0.68965, 7.01389, -2.98359], [2.41845, 6.15320, -5.35918], [2.83443, 7.38531, -4.17883], [1.47332, 7.65239, -5.28218], [2.12710, 4.62531, -3.49578], [6.85226, -3.03030, -2.99076], [6.32850, -1.98431, -2.02149], [7.08927, -2.01983, -0.70688], [4.93263, -2.21299, -1.77845], [6.73107, -4.03574, -2.57766], [6.29230, -3.00065, -3.92714], [7.90841, -2.86952, -3.21053], [6.41583, -0.99227, -2.46979], [6.97529, -2.99283, -0.21880], [6.69789, -1.26991, -0.01522], [8.14999, -1.82959, -0.86131], [4.84305, -3.08834, -1.38311], [9.95268, 1.34648, 0.84288], [10.44576, 0.85533, -0.50922], [10.87504, 2.01375, -1.39546], [9.40859, 0.11413, -1.15698], [9.08179, 1.99837, 0.72379], [9.63965, 0.50593, 1.46492], [10.73113, 1.89971, 1.37053], [11.28414, 0.17175, -0.36768], [10.03422, 2.68724, -1.58679], [11.21753, 1.64783, -2.36460], [11.68111, 2.58671, -0.93439], [8.65980, 0.70781, -1.28912], [-3.84805, -7.56057, 1.10100], [-3.64086, -7.21272, 2.56716], [-4.43145, -8.14214, 3.47317], [-4.04404, -5.85808, 2.80133], [-4.90117, -7.45852, 0.82361], [-3.28228, -6.88021, 0.46013], [-3.53060, -8.58237, 0.88875], [-2.57929, -7.27594, 2.81279], [-5.50348, -8.05880, 3.27306], [-4.28099, -7.87568, 4.52053], [-4.13123, -9.18127, 3.33108], [-4.98270, -5.78760, 2.58669]], "forces_ev_per_angstrom": [[0.1, -0.8, -0.1], [-0.4, 0.5, 0.2], [-0.9, -0.7, -0.6], [0.9, 0.1, 1.1], [0.8, -0.7, 0.6], [-0.1, 0.4, 1.5], [0.3, 0.6, -0.7], [-1.2, -1.3, -0.8], [0.5, -0.4, 0.1], [0.2, 0.5, 0.5], [0.1, 0.1, 0.2], [-1.1, -2.4, 0.3], [1.0, 0.6, -2.1], [0.3, 0.1, 1.0], [-0.3, -0.4, 1.0], [-1.1, 0.5, -2.0], [0.2, -0.5, 0.9], [0.6, 0.2, 0.7], [1.1, -0.1, -0.6], [1.3, -1.5, -0.8], [1.1, -0.3, 1.0], [-1.1, 0.5, -0.7], [0.0, 1.7, 2.2], [0.2, -0.8, -0.8], [0.1, 1.5, -0.6], [-1.3, 0.7, 0.2], [0.7, -1.7, 0.0], [0.2, -0.7, -1.1], [-0.4, -0.1, -2.0], [1.5, 0.6, 4.0], [-0.2, -0.1, -1.3], [-1.7, 2.1, 0.0], [0.4, -1.4, -0.1], [0.8, -1.2, -0.6], [0.3, 0.3, -0.6], [0.3, -0.1, -1.1], [0.6, -0.7, 0.7], [-0.5, 1.3, -0.2], [-0.2, 0.4, 0.2], [-0.1, -0.7, -0.1], [0.3, -0.5, -0.2], [-2.2, 0.3, 1.1], [0.9, 0.1, -0.5], [0.9, -0.4, -0.4], [-1.0, -0.7, -0.9], [0.5, -0.2, 0.3], [0.4, 0.4, 0.1], [0.7, 0.4, 0.1], [-0.2, 0.3, 0.2], [-0.1, 0.2, -0.4], [-0.4, -0.2, -0.1], [0.4, 0.1, 0.3], [-0.1, -0.3, -0.1], [0.5, 0.3, 0.0], [0.2, 0.4, -0.3], [-0.6, 0.1, -0.2], [0.0, 0.5, -0.6], [-0.5, 0.2, -0.4], [-0.2, 0.4, 0.6], [0.4, 0.3, 0.4], [-0.1, 0.1, -0.4], [-0.3, -0.2, 0.3], [0.4, 0.3, 0.1], [0.1, -0.1, -0.5], [-0.1, 0.0, -0.2], [-0.1, 0.5, 0.0], [-0.2, 0.1, 0.5], [-0.4, 0.2, 0.1], [-0.4, 0.6, -0.1], [-0.9, 0.1, 0.5], [-0.7, 0.0, 0.0], [0.2, 0.4, -0.1], [0.0, 0.0, 0.2], [0.1, -0.4, -0.1], [-0.5, -0.4, -0.4], [-0.3, 0.3, -0.2], [0.0, 0.5, -0.2], [-0.3, 0.1, 0.2], [0.0, -0.3, -0.3], [0.2, -0.1, 0.5], [-0.3, -0.3, 0.4], [-0.1, 0.5, 0.0], [0.4, -0.1, 0.6], [-0.2, -0.1, 0.4], [0.4, 0.2, 0.2], [-0.2, 0.0, 0.1], [0.2, -0.3, -0.6], [0.1, 0.2, 0.1], [-0.1, 0.0, 0.4], [0.1, 0.1, -0.1], [0.0, 0.1, 0.0], [0.0, 0.0, 0.0], [0.1, -0.1, 0.1], [-0.1, 0.0, 0.0], [-0.1, 0.0, 0.0], [0.0, 0.0, 0.0], [0.0, 0.1, 0.0], [-0.1, 0.1, -0.3], [0.3, -0.6, 0.3], [0.0, 0.1, 0.1], [-0.3, 0.4, -0.1], [0.1, 0.0, 0.1], [0.0, 0.1, 0.0], [0.0, 0.0, 0.0], [-0.2, 0.0, 0.0], [0.0, -0.1, -0.1], [0.1, 0.0, 0.0], [0.0, 0.0, 0.0], [0.1, 0.0, -0.1], [0.0, -0.2, 0.2], [-0.3, 0.6, 0.0], [0.2, -0.1, -0.2], [0.1, -0.2, 0.0], [0.1, 0.1, -0.1], [0.1, 0.0, 0.0], [0.0, 0.0, 0.0], [-0.1, -0.1, -0.1], [0.0, 0.0, 0.1], [0.0, 0.0, 0.1], [0.0, 0.0, 0.0], [0.1, 0.0, 0.0], [0.2, 0.1, -0.1], [-0.6, -0.4, -0.2], [0.1, 0.0, 0.2], [0.3, 0.4, -0.2], [0.0, -0.1, 0.1], [0.0, -0.1, 0.0], [0.0, 0.0, 0.0], [0.0, 0.2, 0.1], [0.0, 0.0, -0.1], [0.1, 0.0, 0.0], [0.0, 0.0, 0.0], [0.0, -0.1, 0.1]], "mulliken_charge": [-1.277, -0.374, -0.786, 0.235, -1.050, 0.901, -0.038, -1.174, 0.632, -1.394, -0.602, -0.787, 0.099, -0.291, -0.184, -0.029, -0.249, -0.232, 1.073, -0.842, -0.704, -0.453, -1.314, -0.544, 2.402, -1.469, -0.446, 0.029, 0.502, -0.445, -0.196, -0.110, -1.161, -0.869, -0.133, -3.628, -0.309, 1.003, -0.282, -0.232, -0.233, 0.960, -0.398, -0.420, 0.673, -0.340, -0.321, 0.185, 0.414, 0.363, 0.333, 0.311, 0.492, 0.353, -0.352, 0.076, 1.165, 0.096, 0.141, 0.686, 0.320, 0.290, 0.410, 0.282, 0.119, -0.004, 0.493, 1.083, 0.291, 0.723, 0.433, 0.362, 0.186, 0.229, 1.178, 0.289, 0.369, 0.407, 0.362, 0.442, 0.543, 0.105, 1.633, 0.754, 0.190, -0.899, 0.453, -1.462, -0.528, 0.336, -0.008, 0.400, 0.280, 0.363, 0.346, 0.387, 0.351, -1.396, 0.521, -1.294, -0.459, 0.363, 0.350, 0.372, 0.219, 0.448, 0.264, 0.328, 0.301, -1.278, 0.321, -1.268, -0.431, 0.323, 0.315, 0.401, 0.280, 0.336, 0.325, 0.376, 0.304, -1.388, 0.673, -1.412, -0.542, 0.335, 0.310, 0.436, 0.189, 0.347, 0.346, 0.389, 0.337], "gap_ev": 8.5362, "e_lumo_ha": -0.08478, "total_charge": 1}

{"formula": "C29H51N12STi", "method": "ωB97M-V with the def2-TZVPD basis set", "symbols": ["Ti", "N", "C", "S", "N", "N", "C", "C", "C", "C", "C", "C", "N", "H", "H", "H", "H", "H", "H", "H", "C", "N", "C", "C", "C", "N", "C", "C", "H", "H", "H", "H", "H", "H", "H", "H", "H", "H", "H", "H", "H", "H", "H", "H", "C", "N", "C", "C", "N", "C", "C", "C", "C", "C", "C", "N", "C", "N", "C", "C", "N", "C", "C", "N", "C", "C", "H", "H", "H", "H", "H", "H", "H", "H", "H", "H", "H", "H", "H", "H", "H", "H", "H", "H", "H", "H", "H", "H", "H", "H", "H", "H", "H", "H"], "coordinates": [[-0.16868, -0.11596, -0.04762], [4.36762, -0.90195, -0.33518], [3.12974, -0.51092, -0.01000], [1.81011, -1.27072, -0.83763], [2.94636, 0.40183, 0.89428], [1.60986, 0.69582, 1.09738], [1.48691, 1.50982, 2.08990], [0.20942, 2.05708, 2.46262], [0.12427, 2.94262, 3.52922], [-1.10123, 3.52411, 3.81593], [-2.17080, 3.18918, 3.00655], [-1.98564, 2.28334, 1.96880], [-0.82533, 1.69698, 1.68002], [4.53650, -1.57831, -1.06355], [5.15841, -0.46226, 0.11196], [2.38851, 1.81610, 2.61522], [1.00710, 3.17825, 4.10362], [-1.20902, 4.22364, 4.63137], [-3.14709, 3.62076, 3.16441], [-2.82516, 2.02224, 1.35686], [-0.37129, 2.65812, -1.19539], [0.25104, 1.38374, -1.63206], [1.63776, 1.71675, -2.04682], [-0.50015, 0.87565, -2.81700], [-0.18001, -0.57067, -3.13982], [-0.71364, -1.48234, -2.08608], [-2.14380, -1.73864, -2.39342], [-0.12611, -2.84452, -2.26524], [-0.44770, 3.34884, -2.04143], [0.25098, 3.11636, -0.42703], [-1.37409, 2.46450, -0.81487], [1.59916, 2.53045, -2.77678], [2.12093, 0.85253, -2.49280], [2.21166, 2.04165, -1.17968], [-0.26360, 1.51220, -3.68000], [-1.55832, 0.99187, -2.59544], [0.89726, -0.72513, -3.22730], [-0.62279, -0.83525, -4.10632], [-2.22711, -2.04169, -3.44062], [-2.74082, -0.86038, -2.21365], [-2.50479, -2.55252, -1.77256], [-0.52875, -3.28493, -3.18103], [-0.42184, -3.46872, -1.42308], [0.95215, -2.82323, -2.35874], [-0.16034, -2.43274, 4.82236], [-0.52471, -1.62884, 3.64838], [-1.68009, -0.77416, 3.86270], [0.03574, -1.82480, 2.46050], [-0.64245, -1.44237, 1.29854], [-1.93350, -2.03337, 1.11364], [-2.15580, -3.35386, 1.51619], [-3.36243, -3.97101, 1.25591], [-4.34502, -3.27717, 0.55001], [-4.11724, -1.98234, 0.13482], [-2.91581, -1.32229, 0.42766], [-2.59733, -0.02328, -0.06446], [-3.63656, 0.82404, -0.20347], [-4.69845, 0.84264, 0.62691], [-4.71363, 0.34784, 1.99334], [-6.01423, 1.31461, 0.19152], [-3.59491, 1.82943, -1.15874], [-4.07312, 3.17120, -0.82625], [-3.82483, 1.54709, -2.57407], [1.25321, -2.37370, 2.36498], [2.28350, -2.15798, 3.37850], [1.50292, -3.50020, 1.46548], [-1.08760, -2.72284, 5.31565], [0.45052, -1.86361, 5.52320], [0.36582, -3.33149, 4.51216], [-2.57988, -1.38691, 3.95285], [-1.78002, -0.08056, 3.03274], [-1.52993, -0.22154, 4.79027], [-1.37060, -3.90274, 2.01831], [-3.53074, -4.98755, 1.57364], [-5.28042, -3.75864, 0.30828], [-4.87371, -1.47548, -0.44826], [-3.70341, 0.18320, 2.35042], [-5.26954, -0.58902, 2.06535], [-5.20626, 1.09826, 2.61344], [-6.06012, 1.38042, -0.88999], [-6.25473, 2.28057, 0.63565], [-6.75424, 0.58607, 0.52224], [-4.04988, 3.34096, 0.24539], [-5.08606, 3.35967, -1.18868], [-3.41115, 3.89719, -1.30237], [-3.59488, 0.52096, -2.82617], [-3.22091, 2.21315, -3.18989], [-4.87251, 1.72489, -2.82946], [2.42332, -3.02653, 4.02218], [2.03133, -1.29227, 3.98495], [3.21899, -1.95708, 2.85485], [0.77233, -3.51012, 0.66125], [1.43100, -4.42930, 2.03582], [2.50239, -3.42286, 1.04474]], "forces_ev_per_angstrom": [[0.1, -0.1, 0.2], [-0.1, 0.0, 0.1], [0.1, 0.1, 0.0], [-0.4, 0.2, 0.2], [-0.2, -0.2, -0.1], [0.3, 0.0, 0.2], [0.1, -0.2, -0.2], [0.0, 0.0, 0.0], [-0.1, -0.1, -0.2], [0.0, -0.1, -0.1], [0.1, -0.1, 0.0], [0.0, 0.0, 0.0], [0.2, 0.1, -0.1], [0.0, 0.1, 0.1], [0.0, 0.0, 0.0], [-0.1, 0.0, 0.0], [0.1, 0.0, 0.0], [0.0, 0.0, 0.1], [-0.1, 0.0, 0.0], [0.0, 0.0, 0.0], [-0.2, 0.1, -0.1], [-0.2, 0.2, -0.1], [0.1, 0.0, 0.1], [0.1, 0.0, -0.2], [0.1, 0.0, -0.1], [0.1, 0.0, -0.1], [-0.1, 0.0, 0.0], [0.1, -0.1, -0.1], [0.1, 0.0, 0.0], [-0.1, 0.0, 0.0], [0.1, 0.1, 0.0], [0.0, 0.0, 0.0], [0.0, 0.1, 0.0], [0.0, 0.0, -0.1], [-0.1, -0.1, 0.1], [0.1, -0.1, 0.0], [-0.2, 0.0, 0.0], [0.0, 0.0, 0.1], [0.0, 0.0, 0.1], [0.0, -0.1, 0.0], [0.0, 0.0, 0.0], [0.0, 0.0, 0.0], [0.0, 0.0, 0.0], [-0.1, 0.0, 0.0], [-0.1, -0.1, 0.0], [0.2, -0.1, -0.2], [0.0, 0.1, -0.1], [0.0, 0.0, 0.0], [0.0, -0.1, 0.3], [0.0, -0.1, 0.0], [-0.1, 0.1, -0.1], [0.0, 0.1, -0.1], [0.1, -0.1, 0.1], [0.1, 0.1, 0.1], [0.0, -0.1, 0.0], [0.1, -0.1, -0.1], [0.0, 0.2, 0.1], [0.2, 0.1, -0.1], [0.1, -0.1, 0.0], [0.0, -0.1, -0.1], [-0.1, -0.2, 0.2], [0.0, 0.1, 0.0], [0.0, 0.0, -0.1], [-0.2, 0.1, 0.1], [0.1, 0.0, 0.0], [0.0, 0.0, -0.1], [0.0, 0.0, 0.0], [0.0, 0.0, 0.0], [-0.1, 0.0, 0.1], [0.0, 0.0, 0.0], [0.0, -0.1, 0.1], [0.0, 0.0, 0.0], [0.1, 0.0, 0.1], [0.0, -0.1, 0.0], [-0.1, 0.0, 0.0], [0.0, 0.0, 0.0], [0.0, 0.0, 0.0], [0.0, 0.0, 0.0], [0.0, 0.0, 0.0], [0.0, 0.0, 0.0], [0.0, 0.0, 0.0], [0.0, 0.0, 0.0], [0.0, 0.0, 0.1], [0.0, 0.0, 0.0], [0.0, 0.0, 0.0], [0.0, 0.0, 0.0], [0.0, 0.0, 0.0], [0.0, 0.0, 0.0], [0.0, 0.0, 0.0], [0.1, 0.0, 0.0], [0.0, 0.0, 0.0], [0.0, 0.0, 0.0], [0.0, 0.0, 0.0], [0.0, 0.0, 0.0]], "mulliken_charge": [0.822, -0.330, 0.243, -0.216, -1.905, 1.721, -1.122, 1.061, -0.961, -1.256, -0.792, 0.332, 1.186, 0.221, 0.283, 0.540, 0.632, 0.503, 0.654, 0.037, -0.729, 0.715, -1.357, 0.631, -1.474, 0.772, -1.874, -1.411, 0.501, 0.448, -0.127, 0.406, 0.431, 0.346, 0.687, -0.873, 0.375, 0.572, 0.648, 0.008, 0.517, 0.419, 0.331, 0.547, -1.169, 0.470, -0.759, -1.883, 1.883, 0.160, -0.560, -1.208, -0.801, -0.026, -0.122, 1.449, -3.184, 0.837, -1.245, -1.206, 1.012, -1.111, -1.297, 0.947, -1.176, -1.072, 0.397, 0.368, 0.415, 0.455, -0.454, 0.633, 0.568, 0.541, 0.520, 0.484, 0.408, 0.309, 0.481, 0.362, 0.413, 0.425, 0.335, 0.536, 0.306, 0.412, 0.418, 0.476, 0.455, 0.357, 0.354, 0.255, 0.334, 0.336], "gap_ev": 6.3755, "de_lowest_ev": 0.804, "e_lumo_ha": -0.35545, "total_charge": 3}

{"formula": "CH4NOP", "method": "ωB97M-V with the def2-TZVPD basis set", "symbols": ["C", "N", "O", "P", "H", "H", "H", "H"], "coordinates": [[1.27314, -0.07017, -0.38471], [1.77266, -0.69627, 0.54202], [1.65601, -1.73152, 1.14224], [-2.42982, 0.26283, 0.39304], [1.53177, 0.92767, -0.71280], [0.30504, -0.52949, -0.74294], [-2.87322, 0.84447, -0.69111], [-1.23559, 0.99248, 0.45426]], "forces_ev_per_angstrom": [[-3.6, 0.4, -2.4], [2.5, -0.3, 2.1], [-0.3, -0.5, 0.2], [0.6, -1.7, 2.6], [0.5, -0.2, 0.3], [0.9, 0.6, -0.2], [-0.8, 1.4, -2.5], [0.2, 0.3, -0.1]], "mulliken_charge": [-0.401, 0.265, -0.429, -0.007, 0.277, 0.264, 0.025, 0.006], "gap_ev": [7.9878, 8.6870], "de_lowest_ev": 5.631, "e_lumo_ha": [-0.05455, -0.01822], "total_charge": 0}

DFT total energy (hartree)
-3932.48464, -3039.54410, -511.65724
Max |F| (hartree/bohr)
0.0838, 0.0085, 0.0838